The following is a DFT calculation (the ωB97M-V functional and the def2-TZVPD basis) of the molecule C3H4N2O2S.

Positions of all 12 atoms, in Å:
C -0.703 1.493 -0.862
C 0.044 0.421 -0.008
C 0.721 -1.832 1.387
H 0.077 0.361 -2.157
H -1.853 1.325 -0.498
H -0.125 2.491 -0.517
H 0.707 -3.004 1.494
N 0.816 -0.375 -0.506
N -0.216 -1.242 1.957
O -0.591 1.100 -2.212
O 1.522 -1.175 0.382
S -0.399 0.437 1.539

- ΔE to the lowest compared entry with this formula, charge and spin: 114.0 kcal/mol
- Charge: 0
- Kohn-Sham gap: 9.9118 eV
- SMILES: OCC1=NOC=NS1